{
  "formula": "C42H48BrF4N5PSbSi3W",
  "method": "wB97M-V/def2-TZVPD",
  "mol_weight_da": 1199.61,
  "homo_lumo_gap_ev": [5.79, 4.27],
  "homo_ev": [-13.02, -13.02],
  "lumo_ev": [-7.2, -8.8],
  "s_squared": 2.03,
  "charge": 2,
  "total_energy_ha": -6393.10978,
  "spin_multiplicity": 3,
  "de_lowest_kj_mol": 174.79,
  "fmax_ha_per_bohr": 0.0561,
  "species": ["W", "F", "C", "C", "F", "C", "F", "C", "P", "C", "C", "C", "C", "C", "C", "C", "C", "C", "C", "C", "C", "C", "Br", "C", "F", "H", "H", "H", "H", "H", "H", "H", "H", "H", "H", "C", "Sb", "C", "C", "C", "C", "C", "C", "N", "Si", "C", "C", "C", "C", "C", "C", "C", "C", "C", "N", "Si", "C", "C", "C", "Si", "C", "C", "C", "H", "H", "H", "H", "H", "H", "H", "H", "H", "H", "H", "H", "H", "H", "H", "H", "H", "H", "H", "H", "H", "H", "H", "H", "H", "H", "H", "H", "H", "H", "H", "H", "H", "H", "H", "H", "H", "H", "N", "C", "N", "C", "N"],
  "positions_angstrom": [[-0.1896, -0.3190, 0.6227], [-4.5381, 6.5473, 0.9740], [-3.6359, 5.6391, 0.7837], [-2.3021, 5.9693, 0.5985], [-1.9101, 7.2268, 0.5991], [-1.4128, 4.9427, 0.3936], [-0.1699, 5.2998, 0.1576], [-1.7657, 3.5251, 0.4260], [-0.1939, 2.3608, 0.4265], [0.0973, 3.1730, 2.0528], [1.0472, 4.1383, 2.3910], [1.0516, 4.6852, 3.6609], [0.1061, 4.2871, 4.6047], [-0.8361, 3.3251, 4.2790], [-0.8403, 2.7604, 3.0109], [0.0956, 2.9631, -1.2933], [1.1521, 3.6607, -1.8622], [1.1057, 4.0356, -3.1977], [0.0014, 3.7338, -3.9831], [-1.0609, 3.0393, -3.4274], [-1.0134, 2.6533, -2.0963], [-3.1519, 3.2548, 0.5354], [-3.8877, 1.5449, 0.3484], [-4.0476, 4.2758, 0.7261], [-5.3355, 4.0768, 0.8512], [1.7758, 4.4741, 1.6691], [1.7918, 5.4311, 3.9191], [0.1123, 4.7286, 5.5925], [-1.5685, 3.0077, 5.0096], [-1.5700, 1.9925, 2.7687], [2.0110, 3.9495, -1.2875], [1.9382, 4.5817, -3.6215], [-0.0282, 4.0410, -5.0199], [-1.9266, 2.7871, -4.0264], [-1.8434, 2.0808, -1.6958], [0.8151, 0.1391, -3.2759], [1.3744, -1.0619, -1.5905], [1.2009, 0.0371, 1.7728], [2.4023, 0.7234, 1.2295], [3.6797, 0.1730, 1.3522], [4.7802, 0.9157, 0.9845], [4.5862, 2.2145, 0.5331], [3.2939, 2.6690, 0.3995], [2.2046, 1.9362, 0.6851], [1.3312, -0.3859, 3.6805], [2.3468, 1.0019, 4.4044], [-0.3172, -0.4534, 4.5550], [2.2156, -2.0371, 3.7669], [0.0739, -2.8109, -1.8630], [-0.1744, -3.3509, -0.4937], [-0.4059, -4.7200, -0.3019], [-0.6507, -5.2497, 0.9419], [-0.6473, -4.3983, 2.0435], [-0.4488, -3.0667, 1.8138], [-0.2391, -2.5270, 0.5859], [-1.6265, -2.3690, -2.6042], [-2.2411, -0.7888, -1.7533], [-1.5938, -2.0693, -4.4485], [-2.8647, -3.7096, -2.2136], [1.0804, -4.0198, -2.9878], [0.0575, -5.4051, -3.7298], [2.4946, -4.7304, -1.9890], [1.8108, -3.0552, -4.4169], [1.3166, 1.1012, -3.1711], [-0.2549, 0.2970, -3.3444], [1.1736, -0.3420, -4.1833], [3.7933, -0.8277, 1.7388], [5.7764, 0.5030, 1.0742], [5.4170, 2.8595, 0.2848], [3.1264, 3.6828, 0.0696], [1.9417, 1.9711, 4.0997], [3.3963, 0.9615, 4.1101], [2.3044, 0.9550, 5.4956], [-0.5004, 0.5091, 5.0329], [-0.2590, -1.2025, 5.3500], [-1.1783, -0.6916, 3.9329], [2.8814, -2.2031, 2.9213], [1.5294, -2.8819, 3.8019], [2.8220, -2.0749, 4.6759], [-0.4116, -5.3640, -1.1679], [-0.8481, -6.3070, 1.0594], [-0.8300, -4.7564, 3.0462], [-0.4887, -2.3668, 2.6362], [-1.4108, -0.1282, -1.4245], [-2.9260, -1.0102, -0.9354], [-2.7962, -0.1765, -2.4714], [-0.9574, -1.2349, -4.7418], [-2.6156, -1.8342, -4.7614], [-1.2831, -2.9457, -5.0174], [-3.0115, -3.8596, -1.1414], [-2.5791, -4.6712, -2.6469], [-3.8354, -3.4408, -2.6402], [-0.2798, -6.1612, -3.0187], [0.6952, -5.9202, -4.4546], [-0.8180, -5.0497, -4.2751], [2.1738, -5.3624, -1.1604], [3.1330, -3.9401, -1.5854], [3.1167, -5.3463, -2.6442], [1.0589, -2.5561, -5.0311], [2.3283, -3.7726, -5.0604], [2.5562, -2.3192, -4.1058], [-3.9680, -4.4352, 1.5270], [-3.9801, -3.2830, 1.5195], [-3.9984, -1.9417, 1.4627], [-2.9369, -1.2990, 1.5622], [-1.9699, -0.6080, 1.6114]]
}


{
  "formula": "C4H6N2O",
  "method": "wB97M-V/def2-TZVPD",
  "mol_weight_da": 98.10,
  "homo_lumo_gap_ev": 11.48,
  "homo_ev": -10.74,
  "lumo_ev": 0.7,
  "charge": 0,
  "total_energy_ha": -340.74196,
  "de_lowest_kj_mol": 139.01,
  "fmax_ha_per_bohr": 0.0217,
  "smiles": "[H]/N=C/OCCC#N",
  "species": ["H", "N", "C", "O", "C", "C", "C", "N", "H", "H", "H", "H", "H"],
  "positions_angstrom": [[-2.2352, 1.8400, -0.1716], [-1.4640, 1.1774, -0.1593], [-1.8744, 0.0312, 0.1836], [-1.0799, -1.0443, 0.3145], [0.2426, -0.9719, -0.2121], [1.1673, 0.0353, 0.5021], [2.1588, 0.5319, -0.4548], [2.9041, 0.9025, -1.2578], [-2.9035, -0.2523, 0.4206], [0.1880, -0.7345, -1.2785], [0.6328, -1.9849, -0.0945], [0.5841, 0.8885, 0.8524], [1.6793, -0.4189, 1.3555]]
}


{
  "formula": "B2F8Sn",
  "method": "wB97M-V/def2-TZVPD",
  "mol_weight_da": 292.32,
  "homo_lumo_gap_ev": 5.61,
  "homo_ev": -11.21,
  "lumo_ev": -5.6,
  "charge": 0,
  "total_energy_ha": -1063.20362,
  "de_lowest_kj_mol": 327.02,
  "fmax_ha_per_bohr": 0.0919,
  "species": ["Sn", "B", "F", "F", "F", "F", "B", "F", "F", "F", "F"],
  "positions_angstrom": [[-2.5712, -0.1918, -0.3653], [0.0336, -1.6468, 1.4631], [0.0891, -0.5018, 0.7523], [1.2826, -2.1519, 1.3346], [-0.2457, -1.4287, 2.8054], [-0.8025, -2.5146, 0.7203], [0.4343, 1.6933, -1.2967], [-0.2829, 0.6867, -1.9316], [1.0142, 2.4597, -2.2805], [-0.4823, 2.4565, -0.5805], [1.5309, 1.1394, -0.6213]]
}


{
  "formula": "C22H56Cl2InO26P5",
  "method": "wB97M-V/def2-TZVPD",
  "mol_weight_da": 1077.26,
  "homo_lumo_gap_ev": 4.99,
  "homo_ev": -8.71,
  "lumo_ev": -3.7,
  "charge": 0,
  "total_energy_ha": -5645.58680,
  "fmax_ha_per_bohr": 0.1174,
  "species": ["In", "C", "C", "O", "O", "H", "H", "H", "C", "C", "O", "O", "H", "H", "H", "C", "C", "O", "O", "H", "H", "H", "C", "Cl", "Cl", "H", "H", "C", "O", "P", "O", "O", "C", "O", "C", "H", "H", "H", "H", "H", "H", "H", "H", "H", "C", "O", "P", "O", "O", "C", "O", "C", "H", "H", "H", "H", "H", "H", "H", "H", "H", "C", "O", "P", "O", "O", "C", "O", "C", "H", "H", "H", "H", "H", "H", "H", "H", "H", "C", "O", "P", "O", "O", "C", "O", "C", "H", "H", "H", "H", "H", "H", "H", "H", "H", "C", "O", "P", "O", "O", "C", "O", "C", "H", "H", "H", "H", "H", "H", "H", "H", "H"],
  "positions_angstrom": [[0.3362, -0.3084, 0.5337], [-3.8105, -3.3508, 0.4886], [-2.5603, -2.4162, 0.4807], [-1.9115, -2.2697, 1.5154], [-2.1693, -1.8677, -0.5033], [-3.6032, -4.1471, 1.2035], [-4.1756, -3.7665, -0.4505], [-4.6659, -2.7845, 0.8569], [3.9871, -2.0838, 3.4241], [2.9769, -1.4958, 2.5792], [2.0384, -0.8537, 3.1055], [2.9781, -1.6194, 1.3378], [4.0090, -1.9722, 4.5081], [4.9262, -1.8261, 2.9344], [4.0852, -3.1614, 3.2926], [1.7444, 4.5335, 0.5753], [1.3395, 3.0558, 0.6736], [0.6193, 2.5747, 1.5944], [1.7760, 2.2627, -0.1528], [0.9007, 5.1913, 0.3663], [2.4795, 4.6429, -0.2220], [2.1666, 5.0910, 1.4114], [-0.9325, 4.8138, 3.5302], [-2.5292, 5.3821, 3.9852], [0.1004, 4.7989, 5.0018], [-0.8723, 3.8331, 3.0583], [-0.5696, 5.5007, 2.7656], [-4.8371, -0.0922, -0.2593], [-4.5176, 1.2348, -0.4630], [-3.4587, 2.0767, 0.4512], [-2.1459, 1.4372, 0.6629], [-3.3567, 3.4899, -0.3144], [-2.4718, 4.5055, 0.0139], [-4.2653, 2.3002, 1.8380], [-5.5713, 2.7235, 1.9434], [-5.9038, -0.0901, -0.0352], [-4.2894, -0.4402, 0.6165], [-4.6042, -0.6290, -1.1789], [-2.9342, 5.0480, 0.8386], [-2.2902, 5.1759, -0.8261], [-1.5574, 4.1971, 0.5207], [-5.6057, 3.6027, 2.5868], [-6.1680, 1.9071, 2.3502], [-6.0462, 3.0341, 1.0128], [0.1450, 3.3939, -2.9611], [-0.8749, 2.6670, -3.7037], [-0.9620, 0.9970, -3.5166], [-0.6629, 0.4738, -2.1708], [0.1296, 0.5411, -4.6146], [0.4397, -0.8337, -4.9518], [-2.3507, 0.6404, -4.2751], [-2.9971, -0.5552, -4.0961], [-0.3091, 3.9074, -2.1135], [0.6298, 3.9792, -3.7424], [0.8313, 2.6826, -2.5017], [0.2423, -1.5476, -4.1521], [1.4262, -0.9000, -5.4106], [-0.1148, -1.1904, -5.8199], [-3.3237, -1.0443, -5.0138], [-4.0046, -0.3248, -3.7499], [-2.5362, -1.3586, -3.5214], [-2.3612, -1.7646, 5.0946], [-2.5957, -0.3399, 5.0828], [-1.5197, 0.7205, 4.4496], [-1.1070, 0.2575, 3.1077], [-2.2475, 2.2451, 4.5940], [-2.7767, 2.7067, 5.8000], [-0.3566, 0.7627, 5.5827], [0.9936, 1.1464, 5.3044], [-2.4432, -2.0953, 6.1300], [-1.3391, -2.0695, 4.8701], [-3.1249, -2.2130, 4.4591], [-2.3040, 3.6546, 6.0572], [-2.6989, 2.1189, 6.7147], [-3.8422, 2.9230, 5.7227], [1.6728, 0.3326, 5.5583], [1.2363, 2.0359, 5.8858], [1.1376, 1.2116, 4.2259], [-0.3984, -4.5966, -3.4773], [0.3069, -4.9227, -2.3280], [1.3390, -3.8467, -1.5914], [0.7866, -2.4940, -1.3838], [1.9369, -4.6929, -0.2531], [1.1894, -4.8044, 0.8939], [2.5762, -3.8432, -2.6027], [3.4844, -4.8862, -2.5999], [0.0836, -3.7403, -3.9490], [-1.4637, -4.4451, -3.3038], [-0.5189, -5.4549, -4.1384], [0.2148, -4.3168, 0.8693], [1.7491, -4.3411, 1.7064], [1.0466, -5.8067, 1.2978], [3.3227, -5.6666, -1.8563], [4.4915, -4.4725, -2.5485], [3.3127, -5.4836, -3.4952], [4.6049, 2.3288, -2.7653], [3.8742, 1.3294, -3.3912], [3.6048, -0.1152, -2.6762], [2.3727, -0.1683, -1.8353], [3.5543, -1.1894, -3.9431], [4.3480, -0.9443, -5.1276], [4.9743, -0.5007, -1.9229], [4.9745, -1.7944, -1.4917], [3.9854, 3.2087, -2.5915], [5.4753, 2.5426, -3.3856], [5.1416, 2.0923, -1.8465], [3.7537, -0.8511, -6.0365], [5.0882, -1.7383, -5.2267], [4.9782, -0.0567, -5.0706], [5.2748, -1.8778, -0.4472], [5.7651, -2.4089, -1.9223], [4.0990, -2.4421, -1.5365]]
}


{
  "formula": "C27H28N3O2S4TeTl",
  "method": "wB97M-V/def2-TZVPD",
  "mol_weight_da": 886.79,
  "homo_lumo_gap_ev": 5.02,
  "homo_ev": -1.12,
  "lumo_ev": 3.9,
  "charge": -2,
  "total_energy_ha": -3393.72388,
  "de_lowest_kj_mol": 77.54,
  "fmax_ha_per_bohr": 0.0088,
  "species": ["Tl", "O", "C", "S", "C", "C", "S", "S", "S", "N", "C", "O", "C", "C", "C", "N", "C", "C", "H", "H", "H", "H", "H", "H", "Te", "C", "C", "C", "C", "C", "C", "H", "H", "H", "H", "H", "C", "C", "C", "C", "C", "C", "C", "C", "C", "C", "C", "C", "N", "H", "H", "H", "H", "H", "H", "H", "H", "H", "H", "H", "H", "H", "H", "H", "H", "H"],
  "positions_angstrom": [[1.0259, 1.0863, -1.2159], [6.1630, 5.8670, -2.5633], [5.3408, 5.0588, -2.1838], [3.8166, 5.4818, -1.4184], [3.2277, 3.8462, -1.1168], [4.0322, 2.8436, -1.5278], [3.7019, 1.1419, -1.4483], [5.5363, 3.3171, -2.3149], [1.6418, 3.7008, -0.4302], [-0.0332, 1.2926, 6.4026], [1.1257, 1.0306, 5.7339], [2.1536, 0.7560, 6.3271], [1.0500, 1.0717, 4.2302], [-0.0240, 1.6114, 3.5330], [0.0040, 1.5924, 2.1473], [1.0117, 1.0667, 1.4634], [2.0469, 0.5585, 2.1210], [2.1115, 0.5457, 3.5069], [0.0241, 1.3775, 7.4028], [-0.8632, 1.5978, 5.9313], [-0.8756, 2.0681, 4.0209], [-0.7993, 2.0242, 1.5587], [2.8394, 0.1512, 1.5041], [2.9652, 0.1337, 4.0243], [-1.4435, 2.9818, -1.5382], [-3.4652, 2.3512, -1.7601], [-4.3713, 2.5199, -0.7088], [-5.7016, 2.1425, -0.8321], [-6.1664, 1.5836, -2.0149], [-5.2824, 1.4158, -3.0723], [-3.9547, 1.7976, -2.9451], [-4.0189, 2.9469, 0.2218], [-6.3777, 2.2769, 0.0059], [-7.2034, 1.2846, -2.1124], [-5.6273, 0.9771, -4.0024], [-3.2760, 1.6544, -3.7768], [-2.8977, -0.8697, -0.3980], [-1.4952, -1.0644, 0.1691], [-1.5414, -1.2197, 1.6926], [-0.7594, -2.2300, -0.4546], [-1.3664, -3.4756, -0.4392], [-0.7181, -4.6290, -0.8537], [0.5901, -4.5015, -1.3049], [1.2354, -3.2806, -1.3890], [2.6608, -3.2801, -1.9101], [2.8469, -2.4575, -3.1871], [3.6732, -2.8542, -0.8424], [0.5794, -2.0712, -0.9463], [1.3500, -0.9675, -0.8961], [-3.4137, -0.0501, 0.1061], [-3.5049, -1.7711, -0.2822], [-2.8529, -0.6296, -1.4599], [-0.9239, -0.1582, -0.0429], [-2.0878, -2.1247, 1.9712], [-2.0389, -0.3630, 2.1564], [-0.5326, -1.2974, 2.1015], [-2.3798, -3.5548, -0.0576], [-1.2121, -5.5928, -0.8268], [1.1293, -5.3878, -1.6313], [2.8739, -4.3253, -2.1727], [2.6489, -1.4068, -2.9939], [2.1660, -2.8019, -3.9696], [3.8716, -2.5580, -3.5548], [3.4916, -1.8155, -0.5698], [4.6955, -2.9425, -1.2202], [3.5778, -3.4732, 0.0533]]
}